(1)
{
  "formula": "C5H9NO",
  "method": "ωB97M-V/def2-TZVPD",
  "species": ["H", "H", "H", "C", "H", "H", "C", "N", "O", "C", "C", "H", "C", "H", "H", "H"],
  "coordinates": [[2.000, 2.397, 2.915], [-0.458, -0.046, 1.850], [-1.596, -2.027, -0.554], [-0.015, -0.953, 1.222], [0.956, 1.347, -1.023], [0.940, -1.326, 1.974], [0.093, -0.579, -0.349], [-0.971, -0.951, -2.214], [1.310, 2.915, 3.262], [0.442, 0.415, -1.181], [-0.215, 0.202, -2.459], [-0.703, -1.825, 1.336], [-0.937, -1.310, -0.983], [-1.576, -1.332, -2.989], [0.709, 2.580, 2.646], [0.022, 0.493, -3.453]],
  "energy_ha": -325.779547,
  "lumo_ev": [3.44, 3.29],
  "homo_lumo_gap_ha": [0.0846, 0.2762],
  "relative_energy_kcal_mol": 52.7,
  "charge": -1,
  "multiplicity": 2,
  "homo_energy_ev": [1.137, -4.222]
}

(2)
{
  "formula": "C5H9NO",
  "method": "ωB97M-V/def2-TZVPD",
  "species": ["C", "H", "H", "C", "H", "H", "H", "C", "H", "C", "C", "H", "H", "H", "O", "N"],
  "coordinates": [[0.744, 1.295, 0.607], [2.407, -0.847, -1.667], [-1.439, -1.652, -0.488], [-1.856, -1.090, 0.364], [0.003, 0.019, 2.160], [1.038, -1.357, -0.548], [-1.706, -1.654, 1.295], [-1.222, 0.249, 0.475], [-1.576, 1.087, -0.115], [1.510, -0.549, -1.115], [1.351, 0.845, -0.663], [-2.920, -0.929, 0.165], [2.150, 1.525, -0.962], [1.063, 2.241, 1.033], [0.620, 0.323, -1.800], [-0.167, 0.494, 1.259]],
  "energy_ha": -325.755779,
  "lumo_ev": [0.79, 0.61],
  "homo_lumo_gap_ha": [0.2825, 0.2690],
  "relative_energy_kcal_mol": 114.1,
  "charge": 0,
  "homo_energy_ev": [-6.895, -6.709]
}

(3)
{
  "formula": "C5H9NO",
  "method": "ωB97M-V/def2-TZVPD",
  "species": ["H", "C", "N", "C", "H", "H", "C", "H", "H", "C", "H", "H", "C", "H", "H", "O"],
  "coordinates": [[2.624, -2.532, -0.462], [1.160, -0.933, -0.972], [-1.719, 0.153, 0.524], [-0.304, 0.218, 0.723], [0.194, 0.871, -1.340], [-2.057, -0.608, 0.040], [2.133, -1.506, -0.251], [-0.163, -0.631, 1.421], [0.912, -1.480, -1.811], [0.700, 0.374, -0.481], [-0.186, 0.989, 1.487], [-1.653, 2.241, 0.542], [-2.307, 1.454, 0.270], [2.573, -1.180, 0.559], [1.541, 1.089, -0.121], [-3.447, 1.480, -0.126]],
  "energy_ha": -325.834719,
  "lumo_ev": 0.92,
  "homo_lumo_gap_ha": 0.3808,
  "relative_energy_kcal_mol": 64.5,
  "charge": 0,
  "smiles": "C=CCCNC=O",
  "homo_energy_ev": -9.445
}

(4)
{
  "formula": "C5H9NO",
  "method": "ωB97M-V/def2-TZVPD",
  "species": ["H", "H", "O", "H", "H", "H", "C", "H", "C", "C", "C", "H", "C", "N", "H", "H"],
  "coordinates": [[0.895, 0.825, -2.619], [1.262, -1.758, 0.049], [-1.497, -0.576, -1.906], [-2.034, -0.337, 1.047], [2.030, 0.569, -0.083], [0.859, 1.934, -0.154], [0.478, -1.376, 0.711], [-0.294, -2.145, 0.815], [-1.244, 0.423, 1.051], [-0.117, -0.082, 0.164], [1.010, 0.867, -0.358], [-1.684, 1.352, 0.678], [-0.524, -0.172, -1.317], [0.618, 0.473, -1.713], [0.920, -1.191, 1.698], [-0.918, 0.568, 2.086]],
  "energy_ha": -325.909457,
  "lumo_ev": 0.85,
  "homo_lumo_gap_ha": 0.3848,
  "relative_energy_kcal_mol": 17.6,
  "charge": 0,
  "smiles": "CC1(C)CNC1=O",
  "homo_energy_ev": -9.623
}

(5)
{
  "formula": "C5H9NO",
  "method": "ωB97M-V/def2-TZVPD",
  "species": ["H", "C", "C", "H", "C", "H", "H", "C", "H", "H", "H", "H", "O", "H", "N", "C"],
  "coordinates": [[-2.984, 0.469, 0.626], [-2.173, -0.203, 0.351], [-0.119, -0.251, -1.115], [-0.099, -0.109, -2.199], [0.967, 0.493, -0.312], [2.674, 0.335, 0.997], [-2.533, -1.060, -0.216], [2.102, -0.292, 0.309], [2.769, -0.624, -0.492], [1.341, 1.354, -0.867], [1.763, -1.181, 0.855], [-0.186, -1.325, -0.894], [-0.345, 1.526, 1.598], [-1.685, -0.559, 1.270], [-1.150, 0.518, -0.384], [-0.193, 1.008, 0.522]],
  "energy_ha": -325.887779,
  "lumo_ev": 0.90,
  "homo_lumo_gap_ha": 0.3807,
  "relative_energy_kcal_mol": 31.2,
  "charge": 0,
  "smiles": "C[C@H]1CN(C)C1=O",
  "homo_energy_ev": -9.461
}

(6)
{
  "formula": "C5H9NO",
  "method": "ωB97M-V/def2-TZVPD",
  "species": ["H", "H", "C", "H", "C", "C", "O", "H", "C", "H", "H", "H", "H", "C", "N", "H"],
  "coordinates": [[0.153, 0.068, -2.182], [-1.609, 1.638, -1.161], [-1.448, 0.073, 1.500], [1.223, -1.744, 0.290], [1.474, 0.327, -0.457], [0.103, 0.290, -1.087], [2.954, -1.577, -0.731], [-0.590, 0.318, 2.132], [1.934, -1.111, -0.285], [1.340, 0.772, 0.533], [2.246, 0.872, -1.011], [-1.997, -0.752, 1.975], [-2.113, 0.956, 1.558], [-1.124, -0.153, -0.005], [-0.959, 1.075, -0.654], [-1.587, -1.052, -0.414]],
  "energy_ha": -325.806730,
  "lumo_ev": 1.06,
  "homo_lumo_gap_ha": 0.3831,
  "relative_energy_kcal_mol": 82.1,
  "charge": 0,
  "smiles": "C[C@H]1N[C@H]1CC=O",
  "homo_energy_ev": -9.366
}

(7)
{
  "formula": "C5H9NO",
  "method": "ωB97M-V/def2-TZVPD",
  "species": ["N", "H", "H", "H", "H", "H", "H", "O", "H", "C", "C", "C", "C", "H", "C", "H"],
  "coordinates": [[0.746, 0.175, -0.417], [2.245, 0.886, -1.662], [1.870, -0.830, -1.943], [-2.025, 1.330, 2.025], [-0.433, 1.574, 1.204], [1.546, -1.771, 0.178], [1.055, -0.655, 1.554], [-2.459, -0.945, 0.866], [0.746, 0.441, -2.492], [1.436, 0.151, -1.695], [0.950, -0.916, 0.502], [-0.361, -0.727, -0.187], [-1.461, 1.221, 1.097], [-0.626, -1.473, -0.939], [-1.524, -0.212, 0.621], [-1.934, 1.847, 0.329]],
  "energy_ha": -325.862702,
  "lumo_ev": 0.93,
  "homo_lumo_gap_ha": 0.3752,
  "relative_energy_kcal_mol": 47.0,
  "charge": 0,
  "smiles": "CC(=O)[C@@H]1CN1C",
  "homo_energy_ev": -9.280
}

(8)
{
  "formula": "C5H9NO",
  "method": "ωB97M-V/def2-TZVPD",
  "species": ["C", "C", "H", "H", "H", "C", "H", "H", "H", "N", "H", "O", "H", "C", "C", "H"],
  "coordinates": [[-1.169, 0.634, 0.699], [0.262, 0.883, 0.374], [0.534, 0.174, -1.857], [-1.339, -1.226, -0.428], [-2.791, -0.774, 0.483], [2.277, -0.329, -0.645], [-2.377, 0.093, -1.003], [-0.057, -0.841, 1.601], [-1.754, 1.483, 1.045], [-0.153, 0.175, 1.622], [2.853, -0.771, -1.455], [1.166, -1.161, -0.343], [0.739, 1.815, 0.645], [-1.957, -0.378, -0.109], [0.896, 0.154, -0.802], [2.869, 0.069, 0.172]],
  "energy_ha": -325.815577,
  "lumo_ev": 1.14,
  "homo_lumo_gap_ha": 0.3829,
  "relative_energy_kcal_mol": 76.5,
  "charge": 0,
  "smiles": "C[C@H]1N[C@H]1[C@H]1CO1",
  "homo_energy_ev": -9.278
}

(9)
{
  "formula": "C5H9NO",
  "method": "ωB97M-V/def2-TZVPD",
  "species": ["H", "H", "H", "C", "C", "H", "H", "C", "H", "C", "N", "H", "C", "H", "O", "H"],
  "coordinates": [[2.679, 1.110, 0.395], [-2.217, 0.409, 1.273], [0.199, -1.874, 0.939], [0.687, 0.424, 0.701], [-0.554, -0.273, 0.160], [1.678, 1.485, -1.077], [0.274, 0.108, -1.880], [-1.926, 0.349, 0.217], [0.798, 0.561, 1.777], [0.274, -0.632, -1.071], [1.528, -0.519, -0.222], [-2.653, -0.293, -0.287], [1.776, 0.901, -0.173], [0.098, -1.634, -1.466], [-0.683, -1.470, 0.931], [-1.956, 1.349, -0.215]],
  "energy_ha": -325.818478,
  "lumo_ev": 1.03,
  "homo_lumo_gap_ha": 0.3850,
  "relative_energy_kcal_mol": 74.7,
  "charge": 0,
  "smiles": "C[C@@]1(O)CN2C[C@H]21",
  "homo_energy_ev": -9.443
}

(10)
{
  "formula": "C5H9NO",
  "method": "ωB97M-V/def2-TZVPD",
  "species": ["H", "H", "C", "H", "H", "O", "H", "N", "H", "H", "H", "C", "C", "H", "C", "C"],
  "coordinates": [[1.077, -1.417, 2.223], [2.384, 0.192, -0.204], [-0.400, -1.244, -0.622], [-1.765, 2.164, -2.271], [0.412, -2.779, 1.300], [-1.275, -1.589, -1.328], [-2.746, 2.589, -0.290], [-1.354, 1.597, -1.511], [2.067, -2.236, 1.004], [1.293, 0.975, 0.955], [-1.629, 1.314, 0.491], [0.584, -0.913, 0.188], [1.051, -1.893, 1.235], [0.911, 0.996, -0.782], [1.329, 0.388, 0.024], [-1.938, 1.856, -0.412]],
  "energy_ha": -325.845917,
  "lumo_ev": 0.97,
  "homo_lumo_gap_ha": 0.3356,
  "relative_energy_kcal_mol": 57.5,
  "charge": 0,
  "smiles": "CC(C)=C=O.C=N",
  "homo_energy_ev": -8.157
}

(11)
{
  "formula": "C5H9NO",
  "method": "ωB97M-V/def2-TZVPD",
  "species": ["N", "H", "H", "H", "H", "H", "H", "H", "C", "H", "H", "C", "C", "C", "C", "O"],
  "coordinates": [[-1.182, 2.256, 0.889], [-0.431, -2.047, 0.696], [2.861, 0.351, -0.471], [-1.424, -1.558, -1.248], [-0.945, -0.781, 1.833], [1.828, 0.706, 0.928], [0.770, -1.007, 1.472], [-1.208, -0.024, -2.116], [-0.234, -1.029, 1.043], [1.873, 1.843, -0.439], [-2.399, -0.146, -0.809], [-1.411, -0.472, -1.142], [1.906, 0.781, -0.164], [-0.340, -0.040, -0.133], [-0.763, 1.287, 0.416], [0.884, 0.054, -0.829]],
  "energy_ha": -325.879330,
  "lumo_ev": 0.89,
  "homo_lumo_gap_ha": 0.4200,
  "relative_energy_kcal_mol": 36.5,
  "charge": 0,
  "smiles": "COC(C)(C)C#N",
  "homo_energy_ev": -10.533
}

(12)
{
  "formula": "C5H9NO",
  "method": "ωB97M-V/def2-TZVPD",
  "species": ["C", "C", "C", "H", "H", "H", "O", "N", "H", "H", "H", "H", "H", "H", "C", "C"],
  "coordinates": [[-0.832, 0.501, 0.956], [-0.039, -1.181, 0.156], [2.075, -0.912, -1.071], [2.743, -0.365, -0.419], [1.606, -0.339, -1.859], [-1.046, 0.680, 2.017], [0.394, -2.101, -0.572], [-1.321, -0.848, 0.546], [1.371, -0.036, 1.413], [-1.126, 1.447, -0.959], [-0.854, 2.575, 0.381], [2.397, -1.913, -1.325], [-2.116, -0.994, -0.068], [-2.431, 1.782, 0.212], [0.592, -0.017, 0.653], [-1.349, 1.641, 0.097]],
  "energy_ha": -325.728306,
  "lumo_ev": [-0.74, -0.40],
  "homo_lumo_gap_ha": [0.2548, 0.2763],
  "relative_energy_kcal_mol": 131.3,
  "charge": 0,
  "homo_energy_ev": [-7.671, -7.918]
}

(13)
{
  "formula": "C5H9NO",
  "method": "ωB97M-V/def2-TZVPD",
  "species": ["H", "O", "H", "H", "C", "H", "C", "H", "H", "C", "C", "H", "C", "H", "H", "N"],
  "coordinates": [[-3.170, 0.420, -0.211], [-0.598, 0.744, 1.675], [-2.709, -1.046, 0.797], [3.063, -0.489, -0.446], [2.228, -0.444, 0.261], [2.609, -0.070, 1.218], [0.220, -0.094, -1.398], [1.865, -1.466, 0.419], [0.127, 0.556, -2.275], [-2.675, 0.023, 0.649], [-0.193, 0.459, 0.556], [-2.862, 0.596, 1.580], [1.113, 0.452, -0.258], [0.469, -1.115, -1.715], [1.467, 1.473, -0.444], [-0.954, 0.001, -0.407]],
  "energy_ha": -325.782690,
  "lumo_ev": [-0.03, -0.04],
  "homo_lumo_gap_ha": [0.3315, 0.3315],
  "relative_energy_kcal_mol": 97.2,
  "charge": 0,
  "homo_energy_ev": [-9.055, -9.055]
}

(14)
{
  "formula": "C5H9NO",
  "method": "ωB97M-V/def2-TZVPD",
  "species": ["H", "N", "C", "H", "H", "H", "H", "C", "O", "C", "H", "H", "H", "H", "C", "C"],
  "coordinates": [[-2.512, 0.366, 0.359], [-0.988, -1.991, 1.545], [0.673, 0.888, 0.231], [0.420, 1.871, 0.618], [-0.156, -2.089, 2.132], [-2.671, -1.328, -0.142], [0.569, -0.130, -1.780], [-1.976, -0.492, -0.057], [0.221, -0.147, 1.057], [0.880, 0.762, -1.249], [-1.615, -0.215, -1.049], [0.782, 1.681, -1.821], [2.795, 1.440, -0.269], [2.413, -0.348, -0.135], [2.046, 0.659, -0.308], [-0.881, -0.927, 0.869]],
  "energy_ha": -325.860315,
  "lumo_ev": 1.01,
  "homo_lumo_gap_ha": 0.3951,
  "relative_energy_kcal_mol": 48.5,
  "charge": 0,
  "smiles": "[H]/N=C(/C)OC1CC1",
  "homo_energy_ev": -9.744
}

(15)
{
  "formula": "C5H9NO",
  "method": "ωB97M-V/def2-TZVPD",
  "species": ["N", "H", "C", "O", "H", "H", "H", "C", "H", "C", "H", "C", "H", "C", "H", "H"],
  "coordinates": [[-2.322, 1.061, 2.441], [1.859, -1.529, -2.622], [0.677, 1.534, 0.735], [1.548, -0.635, -2.441], [1.362, 1.421, -0.111], [1.034, -0.742, -1.631], [-1.065, 1.010, -0.434], [-0.586, 0.689, 0.499], [-1.402, -1.230, -1.322], [-0.755, -1.599, -0.529], [0.423, 2.593, 0.840], [-0.282, -0.792, 0.417], [1.187, 1.218, 1.650], [-1.562, 0.909, 1.582], [0.356, -1.185, 1.209], [-0.512, -2.658, -0.538]],
  "energy_ha": -325.877149,
  "lumo_ev": 0.76,
  "homo_lumo_gap_ha": 0.4260,
  "relative_energy_kcal_mol": 37.9,
  "charge": 0,
  "smiles": "C=C[C@H](C)C#N.O",
  "homo_energy_ev": -10.833
}